{
  "formula": "C36H36Br2N2O2",
  "method": "the ωB97M-V functional and the def2-TZVPD basis",
  "species": ["C", "C", "C", "C", "C", "C", "N", "C", "C", "N", "C", "C", "C", "C", "C", "C", "C", "C", "C", "C", "C", "C", "C", "C", "H", "H", "H", "H", "H", "H", "H", "H", "H", "H", "H", "H", "H", "H", "H", "H", "H", "H", "H", "H", "H", "H", "H", "H", "H", "H", "C", "O", "C", "C", "C", "C", "C", "C", "C", "C", "Br", "C", "O", "C", "Br", "C", "C", "C", "H", "H", "H", "H", "H", "H", "H", "H", "H", "H"],
  "coordinates": [[6.332, -1.337, 2.719], [5.045, -0.611, 2.990], [5.022, 0.784, 3.088], [3.835, 1.489, 3.320], [3.884, 2.977, 3.435], [2.628, 0.778, 3.414], [1.399, 1.479, 3.648], [0.251, 1.292, 2.900], [0.206, 0.769, 1.642], [-0.822, 1.695, 3.676], [-2.135, 1.144, 3.514], [-2.570, 0.150, 4.408], [-1.791, -0.214, 5.630], [-3.773, -0.517, 4.143], [-4.569, -0.189, 3.045], [-5.836, -0.954, 2.784], [-4.162, 0.870, 2.225], [-2.959, 1.554, 2.457], [-2.599, 2.750, 1.634], [-0.313, 2.196, 4.863], [1.031, 2.070, 4.847], [2.643, -0.624, 3.413], [1.400, -1.405, 3.689], [3.845, -1.302, 3.167], [6.151, -2.410, 2.615], [6.816, -0.984, 1.800], [7.061, -1.199, 3.528], [5.953, 1.344, 2.974], [2.892, 3.419, 3.535], [4.488, 3.290, 4.298], [4.367, 3.407, 2.548], [-0.759, 0.685, 1.173], [1.164, 0.589, 1.175], [-2.162, -1.173, 6.009], [-0.719, -0.346, 5.441], [-1.909, 0.523, 6.438], [-4.089, -1.316, 4.818], [-6.301, -0.630, 1.850], [-5.648, -2.032, 2.716], [-6.570, -0.819, 3.589], [-4.795, 1.178, 1.389], [-3.406, 2.936, 0.917], [-2.492, 3.661, 2.243], [-1.673, 2.621, 1.062], [-0.971, 2.582, 5.622], [1.761, 2.295, 5.607], [1.656, -2.470, 3.717], [0.936, -1.165, 4.656], [0.651, -1.266, 2.901], [3.839, -2.393, 3.120], [-0.733, -6.952, -5.486], [-1.369, -6.658, -4.218], [-1.490, -5.353, -3.865], [-1.094, -4.284, -4.706], [-1.175, -2.987, -4.237], [-1.704, -2.688, -2.951], [-1.791, -1.356, -2.446], [-0.776, -0.400, -2.512], [-1.026, 0.965, -2.121], [-0.054, 1.918, -2.121], [-0.389, 3.685, -1.531], [1.348, 1.599, -2.536], [2.244, 2.446, -2.561], [1.589, 0.170, -2.888], [3.356, -0.336, -3.296], [0.570, -0.737, -2.887], [-2.155, -3.782, -2.157], [-2.025, -5.081, -2.580], [-0.707, -8.040, -5.508], [-1.323, -6.563, -6.330], [0.287, -6.540, -5.533], [-0.700, -4.497, -5.705], [-0.836, -2.182, -4.889], [-2.713, -1.081, -1.936], [-2.031, 1.236, -1.808], [0.800, -1.761, -3.160], [-2.562, -3.562, -1.172], [-2.320, -5.925, -1.959]],
  "forces_ev_per_a": [[0.235, -0.167, -0.043], [-0.271, 0.373, 0.041], [-0.246, -0.220, 0.089], [0.017, -0.430, -0.280], [0.164, 0.559, -0.087], [0.440, 0.113, 0.425], [0.245, -0.204, -0.094], [0.041, -0.966, -1.960], [0.067, 0.698, 1.008], [-0.444, 0.153, -0.100], [-0.326, -0.238, 0.086], [-0.346, -0.001, -0.506], [0.201, -0.590, 0.488], [0.223, 0.358, 0.003], [0.327, 0.225, 0.031], [-0.272, -0.120, -0.068], [0.193, -0.133, 0.286], [-0.045, -0.164, 0.342], [-0.155, 0.333, -0.508], [0.712, 0.201, 0.732], [-0.642, 0.147, 0.809], [0.221, -0.047, -0.089], [-0.183, -0.742, -0.035], [-0.095, 0.410, -0.001], [0.069, 0.107, -0.005], [-0.167, -0.036, 0.134], [-0.195, 0.007, -0.085], [-0.229, -0.109, 0.048], [0.130, -0.024, -0.065], [-0.155, -0.112, -0.121], [-0.135, -0.038, 0.145], [0.193, -0.224, -0.337], [-0.275, -0.229, -0.320], [0.044, 0.164, 0.032], [-0.303, 0.224, 0.008], [0.071, -0.185, -0.286], [0.073, 0.196, -0.166], [0.018, -0.057, 0.096], [0.037, 0.206, -0.026], [0.171, 0.060, -0.129], [0.175, -0.063, 0.227], [0.165, 0.058, 0.051], [0.049, -0.340, -0.053], [-0.067, 0.023, 0.195], [0.115, 0.093, 0.011], [-0.069, 0.121, -0.068], [-0.088, 0.113, 0.055], [0.225, 0.129, -0.281], [0.086, 0.050, 0.208], [-0.017, 0.290, 0.061], [-0.319, 0.092, 0.556], [0.253, 0.278, -0.532], [0.159, 0.663, -0.061], [-0.081, -1.015, 0.396], [-0.286, 0.440, 0.754], [0.218, -1.971, -0.818], [1.335, 2.109, 0.214], [-1.289, -1.013, 0.057], [0.397, 1.201, 0.407], [-0.347, -1.033, -0.086], [0.064, -0.360, -0.212], [1.127, 1.088, 0.075], [-1.303, -1.186, 0.036], [-1.359, -0.336, 0.185], [-0.195, 0.086, 0.021], [1.468, 0.329, -0.433], [0.177, 0.929, -0.306], [0.260, -0.526, -0.834], [0.077, 0.155, -0.172], [0.104, -0.142, 0.276], [-0.303, -0.138, 0.121], [-0.181, 0.240, 0.468], [-0.169, -0.064, 0.211], [0.076, 0.107, -0.066], [0.103, -0.049, -0.010], [-0.052, 0.049, 0.143], [0.036, -0.121, -0.168], [0.043, 0.217, -0.117]],
  "mulliken_charge": [-1.5003, 0.8192, -0.6923, 0.7454, -1.9197, -0.6064, 0.6775, 1.0008, -2.0722, 0.5944, -0.2034, 1.3746, -1.4577, -0.9623, 0.6057, -1.5035, -1.0978, 0.7431, -0.9846, -1.2502, -0.2532, 1.6554, -1.1199, -1.2062, 0.3454, 0.3401, 0.3232, 0.4152, 0.3562, 0.3320, 0.4182, 0.4840, 0.2304, 0.3838, 0.0887, 0.3001, 0.3627, 0.3593, 0.3447, 0.3226, 0.2757, 0.4008, 0.2750, -0.0030, 0.6144, 0.5775, 0.4433, 0.0747, 0.3065, 0.2819, -0.8171, -0.4486, 0.9516, -0.3366, -0.7067, 0.1026, -0.8649, 0.9313, -0.3469, -0.3479, -0.1148, 0.6602, -0.6520, -0.6519, -0.1452, -0.1990, -0.4689, -0.6661, 0.2439, 0.3263, 0.3504, 0.3517, 0.4893, 0.4790, 0.4266, 0.5514, 0.4548, 0.4080],
  "smiles": "C=C1N(c2c(C)cc(C)cc2C)C=CN1c1c(C)cc(C)cc1C.COc1ccc(C=C2C=C(Br)C(=O)C(Br)=C2)cc1",
  "homo_lumo_gap_ev": 5.25,
  "energy_ev": -185074.8329,
  "mol_weight_g_mol": 688.50,
  "multiplicity": 1
}